Version 1
The following is a DFT calculation (ωB97M-V/def2-TZVPD) of an isolated molecule of C3H4FI.

Values from the calculation:
- Net charge: 0
- Gap between HOMO and LUMO: 9.649 eV
- E_HOMO: -9.1 eV

```
9
Properties=species:S:1:pos:R:3:lowdin_charge:R:1
F 1.226 1.806 -0.176 -0.042
C 0.297 0.909 0.401 -0.265
C 0.300 -0.530 0.132 -0.195
C -0.921 0.157 -0.506 -0.751
I -2.919 0.121 0.018 0.800
H -0.033 1.355 1.395 0.152
H 0.914 -0.867 -0.728 0.114
H 0.229 -1.409 0.925 0.149
H -0.819 0.281 -1.567 0.038
```


Version 2
The following is a DFT calculation (ωB97M-V/def2-TZVPD) of an isolated molecule of C3H4FI.

Values from the calculation:
- Net charge: 0
- Gap between HOMO and LUMO: 9.585 eV
- E_HOMO: -9.1 eV

```
9
Properties=species:S:1:pos:R:3:lowdin_charge:R:1
C -0.372 0.055 0.179 -0.066
C 1.155 -0.409 0.350 -0.163
C 2.037 -0.897 1.269 -0.830
F 3.300 -1.142 0.924 -0.039
I 1.604 -1.325 3.284 0.829
H -0.868 0.107 1.140 0.050
H -0.864 -0.673 -0.456 0.063
H -0.345 1.027 -0.296 0.061
H 1.651 -0.285 -0.615 0.094
```


Structures ranked by computed energy, the most stable listed first: version 2, version 1.


Version 1
The following is a DFT calculation (ωB97M-V/def2-TZVPD) of an isolated molecule of C23H21NO2.

Values from the calculation:
- Net charge: 0
- Gap between HOMO and LUMO: 8.627 eV
- E_HOMO: -8.5 eV

```
47
Properties=species:S:1:pos:R:3:lowdin_charge:R:1
C -4.534 0.738 3.222 -0.058
C -3.079 0.499 2.901 -0.275
C -2.279 1.588 2.524 -0.030
C -0.976 1.394 2.034 -0.027
C -0.435 0.098 1.930 -0.191
C 0.932 -0.161 1.365 -0.088
C 1.412 0.362 0.017 -0.225
C 0.639 -0.268 -1.077 -0.039
C -0.545 0.232 -1.504 -0.030
C -1.324 -0.301 -2.601 -0.220
C -2.569 0.293 -2.916 -0.043
C -3.426 -0.283 -3.851 -0.087
C -3.028 -1.443 -4.540 -0.092
C -1.740 -1.972 -4.339 -0.084
C -0.881 -1.392 -3.398 -0.028
C 2.959 0.181 -0.108 -0.162
C 3.750 1.185 0.462 -0.056
C 5.141 1.061 0.496 -0.065
C 5.755 -0.005 -0.170 -0.085
C 4.971 -0.907 -0.896 -0.078
C 3.569 -0.818 -0.872 -0.029
N 1.913 0.564 2.446 -0.304
O 2.825 -0.075 3.000 0.073
O 1.666 1.772 2.622 0.027
C -1.207 -0.971 2.399 -0.019
C -2.500 -0.778 2.894 -0.034
H -5.023 -0.169 3.585 0.073
H -4.686 1.533 3.966 0.082
H -5.074 1.056 2.316 0.086
H -2.647 2.614 2.673 0.119
H -0.335 2.262 1.859 0.109
H 1.225 -1.215 1.469 0.158
H 1.165 1.435 -0.019 0.150
H 1.142 -1.069 -1.602 0.082
H -0.944 1.122 -1.006 0.119
H -2.861 1.190 -2.369 0.109
H -4.418 0.148 -4.020 0.103
H -3.709 -1.914 -5.254 0.099
H -1.420 -2.860 -4.898 0.104
H 0.121 -1.800 -3.241 0.103
H 3.281 2.096 0.836 0.114
H 5.713 1.820 1.024 0.107
H 6.844 -0.103 -0.157 0.103
H 5.440 -1.666 -1.516 0.100
H 2.982 -1.508 -1.482 0.100
H -0.741 -1.952 2.471 0.116
H -3.064 -1.610 3.325 0.112
```


Version 2
The following is a DFT calculation (ωB97M-V/def2-TZVPD) of a structure of composition C23H21NO2.

Values from the calculation:
- Net charge: 0
- Gap between HOMO and LUMO: 3.222 eV
- E_HOMO: -5.3 eV

```
47
Properties=species:S:1:pos:R:3:lowdin_charge:R:1
C 2.521 4.327 3.225 -0.069
C 1.766 4.431 2.054 -0.070
C 0.971 3.363 1.630 -0.009
C 0.868 2.197 2.424 -0.140
C -0.127 1.124 2.195 -0.308
C -0.611 1.083 0.769 -0.158
C -1.617 0.087 0.273 -0.086
C -2.893 0.251 -0.269 -0.146
C -3.401 1.565 -0.526 0.000
C -4.564 1.746 -1.276 -0.075
C -5.304 0.635 -1.714 -0.067
C -4.858 -0.666 -1.390 -0.067
C -3.689 -0.870 -0.658 0.010
O -0.752 -0.830 -0.282 0.068
O -0.501 0.319 3.033 0.129
C 1.692 2.069 3.543 -0.006
C 2.513 3.124 3.931 -0.064
H 3.144 5.158 3.563 0.110
H 1.802 5.351 1.478 0.106
H 0.420 3.419 0.691 0.105
H -0.768 2.040 0.283 0.132
H -2.828 2.425 -0.180 0.110
H -4.914 2.752 -1.545 0.111
H -6.224 0.765 -2.296 0.109
H -5.432 -1.541 -1.735 0.113
H -3.331 -1.873 -0.412 0.128
H 1.675 1.129 4.091 0.126
H 3.143 3.003 4.808 0.107
C 2.075 -0.345 -2.448 -0.167
N 1.543 -1.199 -1.436 -0.081
C 1.624 -2.492 -1.281 -0.336
C 0.773 -3.268 -0.426 -0.038
C 0.788 -4.644 -0.485 -0.117
C 1.732 -5.283 -1.302 -0.129
C 2.661 -4.547 -2.067 -0.113
C 2.621 -3.165 -2.048 -0.051
C 0.298 0.194 0.143 -0.096
H 2.352 -0.835 -3.392 0.069
H 1.340 0.424 -2.703 0.063
H 2.933 0.223 -2.055 0.081
H 0.112 -2.728 0.233 0.081
H 0.070 -5.200 0.118 0.097
H 1.749 -6.374 -1.346 0.085
H 3.432 -5.029 -2.683 0.097
H 3.334 -2.531 -2.593 0.095
H 1.000 -0.371 0.758 0.152
H 0.863 0.591 -0.695 0.110
```


Structures ranked by computed energy, the most stable listed first: version 1, version 2.


Version 1
The following is a DFT calculation (ωB97M-V/def2-TZVPD) of an isolated molecule of C5H4S.

Values from the calculation:
- Net charge: 0
- Gap between HOMO and LUMO: 7.943 eV
- E_HOMO: -9.0 eV

```
10
Properties=species:S:1:pos:R:3:lowdin_charge:R:1
C -0.478 1.676 1.657 0.127
C -0.285 0.858 0.813 -0.127
C -0.013 -0.129 -0.215 -0.412
C -0.772 -0.225 -1.310 0.072
C 1.128 -1.026 0.043 -0.633
S 1.675 -2.222 -0.896 0.701
H -0.692 2.416 2.411 0.039
H -0.556 -0.986 -2.064 0.054
H -1.670 0.474 -1.448 0.111
H 1.663 -0.837 1.009 0.068
```


Version 2
The following is a DFT calculation (ωB97M-V/def2-TZVPD) of an isolated molecule of C5H4S.

Values from the calculation:
- Net charge: 0
- Gap between HOMO and LUMO: 7.348 eV
- E_HOMO: -9.0 eV

```
10
Properties=species:S:1:pos:R:3:lowdin_charge:R:1
S 1.990 -0.006 -0.035 0.766
C 0.363 0.036 0.070 -0.788
C -0.537 1.183 0.085 -0.127
C -1.824 0.722 -0.066 -0.049
C -1.814 -0.757 -0.033 -0.066
C -0.526 -1.172 0.032 -0.114
H -0.177 2.184 0.013 0.091
H -2.742 1.334 -0.055 0.112
H -2.702 -1.307 -0.053 0.083
H -0.189 -2.180 0.132 0.092
```


Structures ranked by computed energy, the most stable listed first: version 2, version 1.